1.
Molecular formula: C38H88BF6MgNO22S2
Method: DFT, ωB97M-V/def2-TZVPD

The geometry in ORCA input format:
```
! wB97M-V def2-TZVPD RIJCOSX def2/J DEFGRID3
* xyz 0 1
Mg -2.58753 -1.75300 -1.25976
C -3.75696 -5.28002 -2.62076
F -4.57963 -6.10303 -3.27170
F -3.61050 -5.66071 -1.35463
F -2.55983 -5.30657 -3.22900
S -4.49363 -3.54446 -2.72625
O -5.47294 -3.53533 -3.73867
O -4.93557 -3.29878 -1.38113
N -3.18574 -2.49168 -2.93792
S -3.05103 -2.26304 -4.55702
O -3.10975 -3.49287 -5.28308
O -3.90703 -1.20837 -4.97449
C -1.31113 -1.71838 -4.78163
F -1.12670 -0.54458 -4.17732
F -0.47423 -2.61509 -4.26035
F -1.08262 -1.57667 -6.07261
B -0.79342 -0.65516 -1.07997
H -0.71577 -1.69564 -1.62225
H 0.30671 -0.19022 -0.94899
H -1.49623 0.03681 -1.73495
H -1.41823 -0.67504 -0.08082
C 6.80459 2.41629 -0.09280
O 5.67141 2.21897 -0.89696
C 5.17516 3.41436 -1.44016
C 3.93910 3.14781 -2.24420
O 2.88366 2.91663 -1.33366
C 1.60982 2.65950 -1.86998
C 1.44829 1.66489 -3.00394
O 2.07750 2.17264 -4.16957
C 2.02714 1.23373 -5.23134
H 7.02777 1.47618 0.40700
H 6.63744 3.19579 0.66426
H 7.67680 2.73890 -0.67916
H 5.93446 3.88911 -2.08632
H 4.94975 4.18054 -0.68048
H 4.10679 2.25607 -2.85457
H 3.69694 3.99012 -2.90125
H 1.16229 3.60714 -2.20325
H 1.01365 2.31072 -1.02491
H 0.36412 1.64918 -3.18194
H 1.84331 0.66963 -2.76729
H 2.38060 1.71091 -6.14417
H 1.01157 0.86292 -5.40284
H 2.70766 0.39962 -5.01120
C -0.46288 -4.27874 -1.08336
O -1.69841 -3.72423 -0.63152
C -1.69670 -3.68112 0.80496
C -3.03277 -3.17040 1.27915
O -3.38013 -2.05784 0.45208
C -4.24315 -1.08403 1.01351
C -4.91355 -0.36516 -0.14638
O -3.87794 -0.14256 -1.11036
C -4.30029 0.76388 -2.14798
H 0.35627 -3.56021 -1.00277
H -0.56288 -4.41654 -2.15941
H -0.24157 -5.22018 -0.58497
H -0.81564 -3.12584 1.13493
H -1.61683 -4.71223 1.17481
H -3.05051 -2.93880 2.34290
H -3.79219 -3.93597 1.08091
H -3.63859 -0.37567 1.58566
H -5.00123 -1.49547 1.68087
H -5.35841 0.55661 0.24309
H -5.70172 -0.96361 -0.61151
H -4.54863 1.73154 -1.71219
H -5.10886 0.31282 -2.72113
H -3.43295 0.90169 -2.79182
C -4.38067 3.20330 2.03417
O -3.71752 3.52219 0.83355
C -2.58474 2.69159 0.61666
C -1.87750 3.12336 -0.64106
O -1.15005 4.32605 -0.56076
C -1.85475 5.54111 -0.34087
C -2.78925 5.91651 -1.43612
O -2.11518 6.01424 -2.67083
C -2.90682 6.62279 -3.64509
H -3.69589 3.10405 2.88917
H -4.92755 2.25175 1.96667
H -5.06251 4.01802 2.27103
H -2.92672 1.64893 0.60572
H -1.87397 2.79665 1.45246
H -2.60553 3.23195 -1.46437
H -1.20860 2.36168 -1.04288
H -1.06091 6.27589 -0.20917
H -2.43560 5.48848 0.58127
H -3.20710 6.89758 -1.15846
H -3.61099 5.19376 -1.50992
H -3.23119 7.63168 -3.34232
H -3.83439 6.07048 -3.85834
H -2.32337 6.71480 -4.55829
C -7.48635 0.93737 7.03815
O -6.42220 0.34997 6.33509
C -6.79697 -0.06380 5.04364
C -5.81633 -1.10483 4.54073
O -4.56974 -0.51612 4.22189
C -3.58276 -0.74320 5.22232
C -2.24636 -0.27214 4.71518
O -1.91483 -0.89483 3.50674
C -0.58625 -0.58947 3.14081
H -7.90826 1.79078 6.48604
H -7.10712 1.29295 7.99242
H -8.32454 0.24866 7.20684
H -6.73203 0.79277 4.35551
H -7.82002 -0.45831 5.03763
H -6.20770 -1.53431 3.61300
H -5.74847 -1.90054 5.29038
H -3.52219 -1.80895 5.48172
H -3.90972 -0.20118 6.11418
H -1.47679 -0.49606 5.46782
H -2.27975 0.82558 4.61411
H 0.20026 -0.81459 3.87455
H -0.53848 0.50820 3.04331
H -0.30595 -1.02023 2.18410
C 2.83905 -0.87337 6.37924
O 4.02317 -0.93449 7.14909
C 5.16417 -1.43623 6.46050
C 5.65617 -0.51818 5.38282
O 4.81808 -0.54656 4.25491
C 5.18377 0.41228 3.28740
C 4.41610 0.16042 2.02577
O 3.10136 0.63620 2.22211
C 2.32029 0.53266 1.05991
H 1.99963 -1.18115 7.00552
H 2.86174 -1.54126 5.51144
H 2.67869 0.13065 5.97595
H 4.89609 -2.41890 6.05668
H 5.93126 -1.47968 7.23204
H 6.67575 -0.82884 5.09285
H 5.75044 0.48948 5.81542
H 6.26653 0.35188 3.10139
H 4.94497 1.42843 3.62915
H 4.36958 -0.92480 1.84267
H 4.88629 0.65407 1.16538
H 1.34541 0.99546 1.20394
H 2.06510 -0.52134 0.84495
H 2.84112 0.93297 0.18504
C 8.07344 -2.90761 -4.12305
O 7.35963 -1.86436 -3.49793
C 6.34867 -1.31562 -4.32169
C 5.41402 -0.46856 -3.46536
O 4.19197 -1.13346 -3.25533
C 3.87341 -1.34807 -1.89451
C 2.57945 -2.10809 -1.78474
O 2.67167 -3.49829 -2.00595
C 2.83302 -3.87470 -3.35470
H 8.80280 -2.51661 -4.84003
H 7.38089 -3.57723 -4.64897
H 8.56427 -3.48889 -3.34616
H 5.74749 -2.10212 -4.79663
H 6.82236 -0.73546 -5.12603
H 5.27760 0.51191 -3.93759
H 5.88235 -0.26939 -2.49655
H 3.80484 -0.40954 -1.32803
H 4.67903 -1.93648 -1.42832
H 1.82437 -1.66382 -2.45417
H 2.12539 -1.94650 -0.80516
H 1.99576 -3.52629 -3.97635
H 2.74131 -4.96415 -3.39379
H 3.78629 -3.57878 -3.78888
*
```

As for the lowest unoccupied orbital energy: 0.256 eV. Its total energy is -4830.9293 Ha. The HOMO energy is -9.1 eV. Its HOMO-LUMO gap is 9.387 eV.

2.
Molecular formula: C5H8N2O
Method: DFT, ωB97M-V/def2-TZVPD

The geometry in ORCA input format:
```
! wB97M-V def2-TZVPD RIJCOSX def2/J DEFGRID3
* xyz 0 1
C -0.91361 -1.70191 1.50783
C -0.38151 -0.64804 0.55149
C 0.10968 0.58786 0.72969
C -0.39217 -0.85133 -0.98137
C 1.38807 2.37746 -0.40599
H -0.73368 -1.37944 2.54919
H -1.94536 -2.11036 1.37402
H -0.37972 -2.58951 1.12516
H 0.05336 1.09120 1.80538
H 0.00545 0.59357 -2.81371
H 0.15157 -1.77502 -1.06435
H -1.37812 -0.87341 -1.46136
H 1.67673 2.72575 0.54619
N 0.40906 1.35837 -0.53188
N 0.44638 0.22326 -1.58390
O 1.88389 2.97156 -1.34639
*
```

As for the lowest unoccupied orbital energy: 0.617 eV. The value obtained for the energy above the lowest of the compared OMol25 structures with the same formula, charge and spin is 4.630 eV. Its total energy is -379.9180 Ha. The HOMO energy is -8.2 eV. Its HOMO-LUMO gap is 8.806 eV.

Among the records above, which one has the lowest HOMO-LUMO gap? C5H8N2O

What did the second record say?
Molecular formula: C5H8N2O
Method: DFT, ωB97M-V/def2-TZVPD

The geometry in ORCA input format:
```
! wB97M-V def2-TZVPD RIJCOSX def2/J DEFGRID3
* xyz 0 1
C -0.91361 -1.70191 1.50783
C -0.38151 -0.64804 0.55149
C 0.10968 0.58786 0.72969
C -0.39217 -0.85133 -0.98137
C 1.38807 2.37746 -0.40599
H -0.73368 -1.37944 2.54919
H -1.94536 -2.11036 1.37402
H -0.37972 -2.58951 1.12516
H 0.05336 1.09120 1.80538
H 0.00545 0.59357 -2.81371
H 0.15157 -1.77502 -1.06435
H -1.37812 -0.87341 -1.46136
H 1.67673 2.72575 0.54619
N 0.40906 1.35837 -0.53188
N 0.44638 0.22326 -1.58390
O 1.88389 2.97156 -1.34639
*
```

As for the lowest unoccupied orbital energy: 0.617 eV. The value obtained for the energy above the lowest of the compared OMol25 structures with the same formula, charge and spin is 4.630 eV. Its total energy is -379.9180 Ha. The HOMO energy is -8.2 eV. Its HOMO-LUMO gap is 8.806 eV.